# C4H14N2O2

A 2-piece molecular cluster, C4H14N2O2 overall at a distorted geometry (the ωB97M-V functional and the def2-TZVPD basis, OMol25).

Last column: natural (NBO) charge in e.
Element x y z (Å)
H1 1.641 -1.757 0.550  0.3702
O1 0.635 0.827 -2.257  -0.7576
N1 0.204 2.291 0.306  -0.8583
H2 0.422 0.880 1.957  0.1433
H3 -0.389 -0.977 2.469  0.1792
H4 1.784 1.178 0.874  0.1874
C1 0.261 -0.261 0.005  -0.0638
N2 0.682 -1.479 0.687  -0.6721
H5 2.108 -0.253 -1.338  0.1574
C2 0.705 1.040 0.803  -0.2284
H6 -3.205 -0.634 -1.517  0.4714
H7 -0.765 2.350 0.407  0.3656
H8 0.520 1.702 -1.822  0.4987
O2 -3.365 0.102 -2.016  -0.9588
H9 0.779 -2.347 2.668  0.2070
H10 -2.736 0.329 -2.699  0.4885
H11 0.742 3.020 0.710  0.3691
H12 -0.840 -0.381 -0.029  0.1850
C3 1.021 -0.242 -1.457  -0.0455
C4 0.027 -1.881 1.965  -0.4072
H13 0.572 -1.047 -1.972  0.1834
H14 -0.803 -2.461 1.708  0.1853

Output
Electronic energy (eV): -11448.5213
SMILES: CN[C@@H](CN)CO.O
ΔE to the lowest compared entry with this formula, charge and spin (kJ/mol): 209.26

=====

# C4H14N2O2

A 2-piece molecular cluster, C4H14N2O2 overall at a distorted geometry (the ωB97M-V functional and the def2-TZVPD basis, OMol25).

Last column: natural (NBO) charge in e.
Element x y z (Å)
H1 -1.686 1.790 -0.961  0.1694
N1 -0.498 0.006 -0.586  -0.6698
H2 -2.409 0.190 -1.607  0.1790
H3 2.316 1.499 0.366  0.1739
O1 2.056 0.496 -1.497  -0.7480
H4 1.600 -1.536 0.879  0.1941
H5 -3.168 1.123 0.897  0.3625
H6 -0.240 0.001 -1.609  0.3805
H7 -0.164 -1.894 1.273  0.4491
H8 2.565 -0.241 -1.789  0.4737
H9 -1.232 -1.949 0.593  0.4686
N2 -2.922 0.414 0.307  -0.8756
H10 0.140 0.782 1.295  0.2118
H11 -2.703 -0.493 0.791  0.3838
H12 0.104 2.069 0.120  0.1690
C1 1.792 0.540 -0.061  0.1021
H13 2.982 -0.546 1.457  0.2278
C2 0.313 0.913 0.215  -0.2481
C3 2.243 -0.804 0.625  -0.6245
C4 -1.894 0.673 -0.754  -0.0610
O2 -1.008 -1.789 1.538  -0.9165
H14 2.723 -1.316 -0.233  0.1983

Output
Electronic energy (eV): -11447.7021
SMILES: C[C@@H](O)CNCN.O
ΔE to the lowest compared entry with this formula, charge and spin (kJ/mol): 288.29

=====

# C4H14N2O2

A 2-piece molecular cluster, C4H14N2O2 overall at a distorted geometry (the ωB97M-V functional and the def2-TZVPD basis, OMol25).

Last column: natural (NBO) charge in e.
Element x y z (Å)
H1 2.021 -0.277 2.321  0.3432
H2 3.073 0.111 1.246  0.3498
C1 0.436 1.440 -0.999  -0.2130
H3 -0.323 -1.692 1.560  0.1742
N1 2.353 -0.593 1.409  -0.8225
H4 1.655 -0.802 -0.548  0.2024
O1 -2.909 -0.576 -0.283  -0.9485
H5 -1.482 -1.785 -0.453  0.5011
O2 -0.530 -1.598 -0.510  -0.7966
H6 -3.414 -0.958 -1.023  0.4730
H7 1.390 1.935 -1.176  0.1645
N2 -0.696 2.414 -1.004  -0.8342
H8 0.255 0.697 -1.774  0.2014
C2 0.301 -1.625 0.667  -0.0600
H9 0.897 -2.541 0.542  0.1745
H10 0.930 1.507 1.150  0.1986
C3 1.278 -0.469 0.430  -0.0751
H11 -0.571 0.585 0.724  0.2136
H12 -2.274 0.028 -0.695  0.4936
H13 -0.493 3.012 -1.810  0.3457
C4 0.446 0.839 0.444  -0.4303
H14 -0.543 3.083 -0.248  0.3447

Output
Electronic energy (eV): -11449.3697
SMILES: NCC[C@@H](N)CO.O
ΔE to the lowest compared entry with this formula, charge and spin (kJ/mol): 127.39

=====

# C4H14N2O2

A 2-piece molecular cluster, C4H14N2O2 overall at a distorted geometry (the ωB97M-V functional and the def2-TZVPD basis, OMol25).

Last column: natural (NBO) charge in e.
Element x y z (Å)
H1 -1.825 1.230 1.597  0.3630
H2 -0.919 0.556 -0.588  0.1820
H3 -0.460 0.353 2.224  0.3602
H4 1.069 2.568 0.146  0.1602
C1 1.014 0.132 0.107  -0.4359
H5 0.575 -1.991 -0.439  0.1815
N1 -0.610 2.961 -1.209  -0.8254
H6 -1.864 -3.000 1.757  0.4820
C2 0.964 -1.003 -0.871  -0.0592
C3 -0.392 0.913 0.183  -0.0324
H7 1.726 0.810 -0.292  0.2044
H8 -0.510 3.058 0.895  0.1888
H9 -0.286 3.869 -1.427  0.3490
O1 -1.830 -3.947 1.349  -0.9543
H10 1.363 -0.196 1.045  0.1949
H11 2.924 -1.513 -0.670  0.4636
H12 0.364 -0.648 -1.760  0.1754
H13 -0.178 2.519 -1.985  0.3454
C4 -0.066 2.485 0.072  -0.2239
O2 2.277 -1.379 -1.380  -0.7409
H14 -2.701 -4.350 1.454  0.4718
N2 -1.100 0.495 1.402  -0.8501

Output
Electronic energy (eV): -11448.6734
SMILES: NC[C@H](N)CCO.O
ΔE to the lowest compared entry with this formula, charge and spin (kJ/mol): 194.58

=====

# C4H14N2O2

A 2-piece molecular cluster, C4H14N2O2 overall at a distorted geometry (the ωB97M-V functional and the def2-TZVPD basis, OMol25).

Last column: natural (NBO) charge in e.
Element x y z (Å)
H1 0.623 -0.816 1.477  0.1961
H2 -0.343 -1.499 -0.828  0.1837
H3 -0.249 1.350 0.186  0.1777
C1 -0.737 -2.451 1.591  -0.0611
H4 1.118 0.336 -0.447  0.1743
H5 -2.624 -0.085 0.249  0.3396
H6 0.261 1.789 -2.257  0.3616
H7 -1.015 -0.267 1.825  0.2004
H8 2.929 4.836 -1.394  0.4693
H9 -0.244 0.249 -2.500  0.3517
N1 -0.350 1.074 -1.916  -0.8437
H10 -2.303 0.003 -1.259  0.3711
O1 0.167 -3.360 1.023  -0.7135
H11 3.822 4.682 -0.146  0.4706
C2 -0.724 -0.660 -0.231  -0.0525
C3 0.079 0.638 -0.570  -0.2334
H12 -1.746 -2.749 1.317  0.1935
O2 3.615 4.282 -1.003  -0.9398
N2 -2.151 -0.614 -0.474  -0.8345
H13 -0.721 -2.505 2.696  0.1483
C4 -0.434 -0.990 1.259  -0.4222
H14 1.027 -3.243 1.401  0.4628

Output
Electronic energy (eV): -11449.7257
SMILES: NC[C@H](N)CCO.O
ΔE to the lowest compared entry with this formula, charge and spin (kJ/mol): 93.05

=====

# C4H14N2O2

A 2-piece molecular cluster, C4H14N2O2 overall at a distorted geometry (the ωB97M-V functional and the def2-TZVPD basis, OMol25).

Last column: natural (NBO) charge in e.
Element x y z (Å)
H1 -0.778 1.243 -1.936  0.4703
H2 -1.303 1.598 2.103  0.2049
H3 1.686 -2.368 1.326  0.2030
H4 1.094 -1.899 -1.752  0.3565
C1 0.728 -1.912 1.604  -0.6354
O1 -1.119 0.676 -2.655  -0.9402
H5 1.019 -0.384 -2.372  0.3738
C2 -0.451 1.292 1.535  0.0655
C3 1.164 -0.372 -0.329  -0.2282
C4 0.015 -1.008 0.490  -0.0503
H6 0.966 0.684 -0.396  0.1790
H7 -1.684 -0.398 1.514  0.3828
H8 -0.022 -2.697 1.713  0.2007
N1 1.441 -0.953 -1.641  -0.8441
H9 0.040 2.487 -0.085  0.4555
H10 -0.633 -1.725 -0.012  0.2010
H11 -2.009 0.972 -2.381  0.4676
H12 2.176 -0.469 0.167  0.1838
H13 0.576 1.366 1.811  0.1818
O2 -0.780 2.104 0.264  -0.7933
N2 -0.803 -0.050 1.195  -0.6465
H14 1.117 -1.439 2.512  0.2119

Output
Electronic energy (eV): -11448.2251
SMILES: C[C@H](CN)NCO.O
ΔE to the lowest compared entry with this formula, charge and spin (kJ/mol): 237.84

=====

# C4H14N2O2

A 2-piece molecular cluster, C4H14N2O2 overall at a distorted geometry (the ωB97M-V functional and the def2-TZVPD basis, OMol25).

Last column: natural (NBO) charge in e.
Element x y z (Å)
H1 -0.031 1.770 1.953  0.2279
C1 -0.052 0.981 -1.234  -0.2731
N1 -1.890 1.579 0.406  -0.3004
H2 -1.878 1.154 -2.226  0.3373
H3 -1.419 -1.601 1.955  0.4722
H4 1.255 1.048 1.160  0.2661
H5 -2.294 1.880 -0.486  0.4098
C2 0.231 0.809 1.344  -0.4502
O1 -0.463 -1.574 1.809  -0.6864
H6 3.099 -2.668 -1.721  0.4629
H7 -0.185 0.041 3.309  0.1993
H8 0.380 1.966 -1.304  0.2328
N2 -1.007 0.650 -2.317  -0.7880
C3 -0.737 0.732 0.126  -0.1273
H9 0.853 0.364 -1.528  0.2626
H10 -2.490 1.144 1.084  0.4129
C4 0.137 -0.386 2.364  -0.0966
H11 -1.071 -0.363 -2.239  0.3731
O2 3.381 -2.910 -2.604  -0.9428
H12 1.172 -0.882 2.561  0.2265
H13 4.177 -3.442 -2.538  0.4801
H14 -1.168 -0.294 0.127  0.3012

Output
Electronic energy (eV): -11439.5454
2S+1: 2
Expectation value of S²: 0.75
ΔE to the lowest compared entry with this formula, charge and spin (kJ/mol): 371.21
Charge: +1

=====

# C4H14N2OS

A 2-piece molecular cluster, C4H14N2OS overall at a distorted geometry (the ωB97M-V functional and the def2-TZVPD basis, OMol25).

Last column: natural (NBO) charge in e.
Element x y z (Å)
N1 -2.319 0.816 -0.145  -0.8362
C1 1.116 0.130 0.547  -0.0600
H1 2.125 0.933 2.409  0.2237
H2 2.737 -2.695 0.848  0.1212
C2 2.054 1.067 1.331  -0.6443
H3 -3.564 -2.125 -2.625  0.4690
H4 -4.640 -2.072 -1.544  0.4699
H5 1.641 2.092 1.267  0.2058
H6 1.144 -1.577 -0.704  0.2306
H7 -1.096 2.400 0.360  0.1724
H8 2.146 -0.347 -1.321  0.2196
S1 3.326 -1.649 0.255  -0.0475
H9 0.469 -0.460 1.203  0.1914
H10 -2.328 -0.201 -0.181  0.3627
N2 0.141 0.838 -0.278  -0.6596
H11 3.020 1.116 0.847  0.2136
C3 -1.074 1.312 0.387  -0.0560
H12 -2.494 1.118 -1.092  0.3498
C4 1.854 -0.827 -0.393  -0.5205
H13 -1.036 1.038 1.438  0.1741
H14 0.555 1.545 -0.876  0.3586
O1 -3.776 -2.453 -1.733  -0.9384

Output
Electronic energy (eV): -20237.5239
SMILES: C[C@H](CS)NCN.O
ΔE to the lowest compared entry with this formula, charge and spin (kJ/mol): 48.68

=====

# C4H14N2P

An isolated ion of composition C4H14N2P and charge +1 (the ωB97M-V functional and the def2-TZVPD basis, OMol25).

Last column: natural (NBO) charge in e.
Element x y z (Å)
H1 2.288 2.269 -0.241  0.4166
N1 1.829 1.408 -0.521  -1.1565
H2 1.339 1.600 -1.392  0.4094
C1 -0.820 0.715 -0.123  -0.7083
H3 -1.930 0.213 1.652  0.2161
H4 -1.512 -1.179 0.655  0.1950
C2 1.380 -1.030 0.340  -0.5320
H5 1.242 -1.684 1.200  0.2464
N2 2.804 -0.920 -0.035  -0.7212
H6 -0.689 0.357 -1.149  0.2165
H7 -3.578 0.958 -0.059  0.2135
C3 -1.845 -0.140 0.622  -0.4058
H8 3.122 -1.647 -0.679  0.4389
H9 -3.151 -0.417 -1.081  0.2079
H10 -1.185 1.747 -0.167  0.2469
H11 3.412 -0.912 0.788  0.4341
H12 2.803 0.074 -0.484  0.4612
H13 0.813 -1.431 -0.502  0.2309
P1 0.812 0.766 0.750  0.9619
H14 -3.926 -0.682 0.479  0.2288
C4 -3.209 -0.065 -0.053  -0.6001

Output
Electronic energy (eV): -16638.1492
SMILES: CCCP(N)C[NH3+]
ΔE to the lowest compared entry with this formula, charge and spin (kJ/mol): 1.84
Charge: +1

=====

# C4H14N2P

C4H14N2P as an isolated structure at a distorted geometry (the ωB97M-V functional and the def2-TZVPD basis, OMol25).

Last column: natural (NBO) charge in e.
Element x y z (Å)
H1 -1.359 -0.369 -1.454  0.2084
H2 0.929 1.959 -1.321  0.2497
N1 -1.627 -0.614 0.852  -1.0098
P1 -1.253 -1.698 2.067  0.5337
H3 0.804 -0.405 0.272  0.4605
H4 0.735 2.716 1.016  0.2525
C1 -0.760 -0.792 -0.765  -0.0195
H5 -0.726 1.647 -0.373  0.2489
H6 0.496 1.031 1.618  0.2296
H7 -1.534 -0.801 3.070  -0.0309
C2 0.341 1.391 -0.529  -0.2369
H8 -0.620 -1.904 -0.772  0.2398
C3 0.915 1.645 0.854  -0.6318
H9 0.949 -0.957 -2.599  0.2449
H10 1.876 -1.389 -1.231  0.2304
N2 0.467 -0.069 -0.670  -0.4018
H11 2.027 1.516 0.808  0.2188
H12 -2.618 -0.339 0.566  0.4118
C4 1.406 -0.586 -1.684  -0.4108
H13 2.103 0.234 -1.969  0.2412
H14 -2.552 -2.214 2.242  -0.0287

Output
Electronic energy (eV): -16634.6644
ΔE to the lowest compared entry with this formula, charge and spin (kJ/mol): 338.07
Charge: +1

=====

# C4H14N2S

A 3-piece molecular cluster, C4H14N2S overall at a distorted geometry (the ωB97M-V functional and the def2-TZVPD basis, OMol25).

Last column: natural (NBO) charge in e.
Element x y z (Å)
H1 -0.884 3.420 -1.205  0.3574
N1 -0.127 2.913 -1.644  -0.8343
H2 -0.514 2.543 -2.516  0.3447
H3 -2.781 -1.743 1.939  0.2149
C1 -1.792 -1.629 2.393  -0.6264
H4 0.267 -2.256 2.016  0.2120
H5 2.930 -0.314 -1.286  0.3574
H6 -0.874 -3.392 1.411  0.2159
H7 -1.841 -1.998 3.418  0.2148
H8 -1.624 -0.555 2.445  0.2128
S1 -0.614 -1.638 -0.151  -0.0881
C2 0.327 1.755 -0.878  -0.2372
H9 0.254 -0.091 0.782  0.1343
C3 -0.732 -2.320 1.573  -0.5057
H10 0.783 2.080 0.066  0.1975
H11 0.823 0.332 -2.507  0.1744
H12 1.493 -0.784 -0.590  0.3727
N2 2.118 0.024 -0.774  -0.8516
H13 2.036 1.611 -2.159  0.2010
H14 -0.556 1.120 -0.623  0.1746
C4 1.309 0.921 -1.711  -0.2411

Output
Electronic energy (eV): -18187.5124
ΔE to the lowest compared entry with this formula, charge and spin (kJ/mol): 282.43

=====

> Among the records above, which one has the lowest electronic energy?

C4H14N2OS